{
  "formula": "C30H59Br2F3N2O5",
  "method": "the ωB97M-V functional and the def2-TZVPD basis",
  "homo_lumo_gap_ev": 9.480,
  "smiles": "C=C[C@H](C#N)[C@@H](C#N)CC[C@@](F)(Br)C(F)(F)Br.CCOCC.CCOCC.CCOCC.CCOCC.CCOCC",
  "e_homo_ev": -9.3,
  "symbols": ["C", "C", "C", "C", "N", "C", "C", "N", "C", "C", "C", "F", "Br", "C", "F", "F", "Br", "H", "H", "H", "H", "H", "H", "H", "H", "H", "C", "C", "O", "C", "C", "H", "H", "H", "H", "H", "H", "H", "H", "H", "H", "C", "C", "O", "C", "C", "H", "H", "H", "H", "H", "H", "H", "H", "H", "H", "C", "C", "O", "C", "C", "H", "H", "H", "H", "H", "H", "H", "H", "H", "H", "C", "C", "O", "C", "C", "H", "H", "H", "H", "H", "H", "H", "H", "H", "H", "C", "C", "O", "C", "C", "H", "H", "H", "H", "H", "H", "H", "H", "H", "H"],
  "xyz": [[4.942548, 2.507563, 2.683152], [4.171035, 1.805627, 1.839748], [3.200688, 2.448339, 0.855533], [1.879119, 2.017759, 1.296078], [0.844926, 1.792523, 1.740378], [3.501461, 1.967754, -0.597184], [2.907423, 0.651607, -0.824976], [2.486435, -0.388476, -1.055159], [2.981589, 2.902585, -1.708433], [3.326508, 4.386270, -1.556573], [4.788988, 4.699900, -1.356890], [5.281562, 4.243552, -0.167827], [5.868160, 3.844847, -2.745216], [5.025251, 6.265932, -1.352055], [3.885466, 6.866378, -0.945876], [5.990728, 6.572184, -0.478434], [5.475501, 7.100045, -3.057961], [5.078802, 2.126481, 3.688125], [5.479958, 3.399721, 2.384333], [4.231607, 0.719858, 1.791230], [3.301501, 3.525483, 0.935046], [4.578088, 1.838248, -0.697128], [3.277526, 2.525550, -2.683053], [1.891348, 2.837060, -1.697306], [2.704520, 4.856046, -0.797297], [3.043215, 4.871372, -2.491441], [4.777525, -4.266874, 1.300613], [5.177910, -3.082376, 2.163557], [4.505277, -1.881141, 1.838120], [3.090020, -1.903880, 1.954211], [2.586460, -2.211671, 3.352585], [4.949803, -4.045603, 0.246532], [5.362883, -5.145246, 1.575025], [3.723258, -4.520070, 1.417489], [6.238093, -2.872154, 2.018383], [5.048352, -3.317842, 3.226058], [2.659341, -2.594437, 1.221992], [2.758405, -0.907399, 1.665999], [2.884303, -3.206061, 3.688907], [1.497843, -2.163851, 3.379203], [2.981793, -1.490076, 4.069475], [-1.434103, 4.010532, -0.124745], [-0.333455, 4.832726, 0.519866], [0.107782, 5.931126, -0.264600], [-0.869236, 6.905593, -0.583669], [-1.498247, 7.570724, 0.628299], [-1.111753, 3.636618, -1.098247], [-1.684649, 3.161553, 0.510876], [-2.343149, 4.593557, -0.279495], [0.543876, 4.203934, 0.659134], [-0.635435, 5.169938, 1.517116], [-1.640814, 6.473935, -1.231014], [-0.348535, 7.656351, -1.178533], [-2.039195, 6.858739, 1.252540], [-2.204222, 8.338105, 0.309530], [-0.731100, 8.038182, 1.247173], [-1.645159, -3.987992, 6.370163], [-0.492405, -3.128876, 6.862182], [-0.173722, -2.047120, 6.007919], [-1.203300, -1.101708, 5.779802], [-1.704406, -0.415458, 7.039167], [-1.429158, -4.381689, 5.376074], [-1.806684, -4.824592, 7.050727], [-2.577680, -3.425655, 6.308194], [0.412191, -3.735371, 6.913363], [-0.686398, -2.769675, 7.879416], [-2.034260, -1.565847, 5.236523], [-0.771356, -0.357580, 5.110395], [-2.154241, -1.119922, 7.740069], [-2.459345, 0.328880, 6.784259], [-0.881997, 0.083983, 7.553242], [-2.807328, -1.654510, -4.525383], [-1.875018, -2.853840, -4.550110], [-0.504654, -2.521672, -4.653967], [0.024057, -1.723226, -3.607361], [-0.080506, -2.348446, -2.229233], [-2.667436, -1.043615, -5.418826], [-3.846268, -1.986986, -4.486872], [-2.632265, -1.016346, -3.658535], [-2.094966, -3.462834, -5.428518], [-2.048529, -3.491972, -3.675494], [-0.441727, -0.730549, -3.615528], [1.074934, -1.575336, -3.855886], [-1.117102, -2.511206, -1.927743], [0.385633, -1.698478, -1.492169], [0.424449, -3.315759, -2.210052], [-8.536261, -4.981210, -3.926185], [-7.799274, -3.656945, -4.034461], [-6.410105, -3.746769, -3.778398], [-5.669915, -4.597663, -4.634175], [-5.732931, -4.201510, -6.099945], [-8.392854, -5.416869, -2.936570], [-9.603540, -4.830851, -4.091379], [-8.185589, -5.706562, -4.661450], [-8.188324, -2.965388, -3.287054], [-7.979382, -3.194686, -5.011694], [-5.980476, -5.640050, -4.500852], [-4.636250, -4.535847, -4.291511], [-6.747409, -4.255032, -6.496643], [-5.106559, -4.866662, -6.695326], [-5.379471, -3.177705, -6.233377]],
  "atomic_forces_ev_per_a": [[-0.210, -0.541, -0.187], [0.214, 0.371, -0.056], [1.608, -0.877, -0.748], [-0.396, 0.690, 0.362], [-0.030, -0.248, -0.152], [-0.297, 0.278, -0.287], [0.401, -0.106, -0.121], [-0.164, -0.170, -0.023], [-0.494, 0.129, 0.391], [-0.091, -0.472, -0.441], [0.390, 0.553, -0.515], [-0.280, -0.021, 0.162], [-0.013, -0.075, 0.225], [-0.002, 0.254, -0.246], [0.265, -0.112, 0.270], [-0.151, -0.095, -0.104], [-0.141, -0.175, 0.227], [1.202, -0.548, -0.320], [-1.071, 0.851, 0.409], [-0.885, -0.116, 0.928], [-0.226, 0.118, -0.017], [0.099, 0.116, 0.079], [0.238, -0.068, 0.000], [-0.080, 0.063, -0.016], [0.187, 0.070, 0.234], [-0.042, 0.110, -0.026], [-0.100, 0.045, -0.053], [0.038, -0.127, 0.050], [0.072, 0.271, -0.052], [-0.150, -0.115, 0.066], [0.133, -0.036, 0.040], [0.021, -0.005, -0.001], [0.027, 0.014, 0.000], [0.015, -0.036, 0.055], [-0.016, 0.086, -0.013], [-0.051, -0.028, -0.009], [-0.001, -0.009, 0.008], [0.012, -0.014, -0.043], [-0.065, -0.033, -0.031], [-0.002, 0.028, 0.019], [-0.038, 0.023, 0.005], [-0.045, 0.086, -0.082], [-0.105, -0.018, 0.029], [0.251, -0.039, -0.064], [-0.130, 0.063, -0.038], [0.057, -0.073, 0.092], [0.008, -0.033, 0.008], [0.059, -0.021, 0.001], [-0.018, -0.011, 0.061], [0.050, 0.065, -0.003], [-0.033, 0.005, -0.013], [-0.033, -0.019, 0.046], [0.077, -0.047, -0.002], [-0.062, 0.007, -0.043], [0.013, 0.008, -0.019], [0.001, 0.022, -0.015], [-0.045, 0.080, -0.084], [-0.076, -0.066, 0.082], [0.189, 0.018, -0.085], [-0.117, 0.048, -0.020], [0.061, -0.072, 0.086], [0.015, -0.023, 0.008], [0.027, -0.011, 0.000], [-0.013, -0.014, 0.067], [0.051, 0.065, -0.042], [-0.053, 0.001, -0.006], [-0.030, -0.009, 0.046], [0.074, -0.052, -0.017], [-0.067, 0.007, -0.034], [0.011, 0.010, -0.020], [0.000, 0.022, -0.016], [0.038, 0.089, 0.001], [-0.112, -0.032, 0.066], [0.099, -0.044, -0.155], [0.009, 0.092, 0.108], [-0.174, -0.136, 0.012], [-0.009, -0.023, -0.022], [0.000, -0.012, 0.004], [-0.042, -0.052, 0.048], [0.084, -0.002, -0.024], [-0.021, 0.045, 0.035], [-0.036, -0.012, 0.036], [-0.007, -0.041, -0.070], [-0.012, 0.062, -0.008], [0.052, -0.007, -0.013], [0.036, 0.015, -0.002], [0.105, -0.076, -0.001], [-0.115, -0.010, -0.069], [0.120, 0.097, 0.149], [0.013, -0.074, -0.130], [-0.075, 0.070, 0.005], [-0.022, 0.014, 0.013], [-0.004, 0.021, 0.019], [-0.046, 0.026, -0.048], [0.085, 0.022, 0.029], [-0.005, -0.046, -0.025], [-0.033, 0.001, -0.044], [-0.032, 0.056, 0.103], [0.009, -0.074, -0.019], [0.020, 0.002, 0.013], [0.029, -0.008, -0.001]]
}

---

{
  "formula": "C4H6O2",
  "method": "the ωB97M-V functional and the def2-TZVPD basis",
  "homo_lumo_gap_ev": 8.848,
  "smiles": "OC1=COCC1",
  "e_homo_ev": -8.0,
  "de_lowest_kj_mol": 173.0,
  "symbols": ["O", "C", "C", "C", "C", "O", "H", "H", "H", "H", "H", "H"],
  "xyz": [[1.470385, 1.141821, -1.163085], [0.438088, 0.401494, -0.661128], [-0.338453, 0.818579, 0.565143], [-0.653121, -0.588935, 1.059081], [-0.026756, -0.773447, -1.081164], [-0.846808, -1.374345, -0.150654], [2.187442, 0.515410, -1.321765], [-1.256893, 1.357030, 0.286602], [0.246785, 1.445657, 1.241535], [-1.556488, -0.722303, 1.651240], [0.225133, -0.961709, 1.615663], [0.110686, -1.259253, -2.041466]],
  "atomic_forces_ev_per_a": [[0.081, 0.064, -0.255], [-0.202, -0.183, 0.013], [0.062, -0.006, 0.022], [-0.136, -0.039, 0.098], [0.289, 0.171, -0.025], [-0.066, 0.140, 0.101], [-0.062, 0.311, -0.170], [0.229, -0.021, 0.007], [-0.099, -0.271, 0.096], [0.064, 0.181, 0.012], [-0.274, -0.177, -0.259], [0.115, -0.170, 0.361]]
}

---

{
  "formula": "C4H4O2S2",
  "method": "the ωB97M-V functional and the def2-TZVPD basis",
  "homo_lumo_gap_ev": 6.842,
  "smiles": "O=CC(=S)[C@H](O)C=S",
  "e_homo_ev": -8.9,
  "de_lowest_kj_mol": 238.2,
  "symbols": ["C", "C", "C", "C", "O", "O", "S", "S", "H", "H", "H", "H"],
  "xyz": [[1.579083, 0.513004, -0.969464], [-0.385027, -0.353056, 0.572017], [0.419168, -0.473152, -0.717278], [-0.898782, 0.999442, 0.932891], [1.751488, 1.472317, -0.223396], [-1.338748, -1.305830, 0.773131], [0.045929, -1.560205, -1.910544], [-2.551837, 1.217016, 0.985394], [2.068122, 0.386120, -1.843618], [0.469510, -0.568066, 1.336070], [-0.197963, 1.719038, 0.769886], [-0.960944, -2.046628, 0.294910]],
  "atomic_forces_ev_per_a": [[-2.936, 1.684, 4.440], [2.423, -0.306, 1.986], [-0.449, -0.245, -1.429], [-4.493, -1.703, -1.549], [0.154, -1.605, -1.193], [-0.142, -0.633, -0.575], [0.553, 1.092, 1.375], [2.483, 0.244, 0.441], [1.993, -0.595, -3.033], [-0.704, 0.567, -0.698], [1.670, 2.409, 0.375], [-0.551, -0.908, -0.139]]
}

---

{
  "formula": "C16H20I2N2OPbSi",
  "method": "the ωB97M-V functional and the def2-TZVPD basis",
  "homo_lumo_gap_ev": 6.183,
  "total_charge": 2,
  "e_homo_ev": -12.6,
  "de_lowest_kj_mol": 0.0,
  "symbols": ["Pb", "I", "C", "C", "C", "I", "C", "O", "C", "C", "N", "C", "C", "C", "C", "C", "C", "N", "C", "H", "H", "H", "H", "H", "H", "H", "H", "H", "H", "H", "C", "Si", "C", "C", "H", "H", "H", "H", "H", "H", "H", "H", "H"],
  "xyz": [[-3.736786, -1.921275, -0.145867], [1.664181, 2.332416, 2.686706], [0.489547, 1.079180, 1.507019], [0.080893, 1.499835, 0.251329], [-0.690372, 0.668512, -0.543242], [-1.317654, 1.320735, -2.417286], [-1.065773, -0.604932, -0.097454], [-1.787969, -1.436573, -0.860261], [-0.654337, -1.007657, 1.184133], [-1.036521, -2.382102, 1.639801], [-2.506655, -2.498943, 1.887029], [-2.889963, -3.876729, 2.254352], [-2.837567, -4.788946, 1.051549], [-2.489292, -6.122362, 1.164890], [-2.495260, -6.918865, 0.029833], [-2.837139, -6.359123, -1.191584], [-3.166921, -5.019972, -1.230208], [-3.171219, -4.254630, -0.131581], [0.119765, -0.170603, 1.976717], [0.353354, 2.481796, -0.108759], [-0.499409, -2.653810, 2.551560], [-0.790506, -3.111889, 0.866292], [-2.746868, -1.875498, 2.654014], [-3.906542, -3.861871, 2.655073], [-2.237347, -4.267950, 3.038140], [-2.215740, -6.529142, 2.128894], [-2.228294, -7.964829, 0.097935], [-2.846474, -6.944424, -2.099288], [-3.433837, -4.537995, -2.162629], [0.444410, -0.505139, 2.954298], [4.522514, 6.958459, -0.165566], [3.804770, 6.153833, -1.632432], [3.857448, 4.338222, -1.789949], [3.183832, 7.191201, -2.993047], [5.559475, 7.229044, -0.405910], [4.543869, 6.303312, 0.704185], [4.004849, 7.889081, 0.073056], [4.690237, 4.125588, -2.476778], [2.969405, 3.892979, -2.247041], [4.069977, 3.842704, -0.843336], [4.032608, 7.738025, -3.421900], [2.496578, 7.949836, -2.608824], [2.700730, 6.620509, -3.783869]],
  "atomic_forces_ev_per_a": [[-0.020, 0.031, 0.033], [0.009, 0.017, 0.000], [0.012, -0.033, 0.047], [-0.004, 0.013, -0.015], [-0.059, -0.057, -0.023], [-0.004, -0.044, 0.021], [-0.002, 0.035, -0.015], [0.041, 0.018, -0.018], [0.000, 0.021, -0.033], [-0.012, -0.030, 0.015], [0.012, -0.010, 0.000], [0.004, 0.006, -0.005], [0.000, 0.000, -0.002], [0.002, 0.004, 0.003], [0.001, -0.003, -0.002], [0.000, -0.002, 0.003], [-0.004, -0.003, 0.002], [0.010, -0.003, -0.015], [0.011, 0.003, 0.009], [-0.005, 0.000, -0.006], [0.000, 0.006, 0.002], [0.003, 0.004, -0.002], [-0.010, -0.005, 0.002], [-0.001, 0.005, -0.002], [-0.003, -0.001, 0.001], [0.000, -0.001, -0.001], [-0.001, 0.000, 0.000], [0.001, 0.002, -0.001], [0.002, 0.000, 0.000], [-0.001, 0.001, 0.000], [-0.023, 0.036, -0.006], [-0.003, -0.070, -0.001], [0.016, -0.084, -0.023], [-0.010, -0.002, 0.002], [0.004, -0.011, -0.003], [-0.002, -0.007, -0.001], [0.006, -0.002, 0.007], [0.001, -0.032, 0.016], [0.019, 0.172, 0.007], [0.016, 0.025, 0.008], [-0.002, 0.005, 0.001], [-0.004, 0.002, -0.007], [0.001, -0.007, 0.004]]
}